Record 1
DFT (ωB97M-V/def2-TZVPD) results for 2 unconnected molecules or ions with the total composition CH8NS.

```
11
Properties=species:S:1:pos:R:3
N -0.5416 0.7076 1.9894
H -0.5385 0.1952 2.8805
H -0.0889 0.0165 1.3132
H -1.5144 0.9413 1.8062
H 0.0818 1.4949 2.1518
C 0.0763 -0.4283 -2.0484
S 0.9034 -0.3101 -0.4597
H 0.2243 0.4475 -2.6392
H 0.3441 -1.3604 -2.5525
H -0.9618 -0.6534 -1.7987
H 2.0153 -1.0507 -0.6425
```

Computed properties:
- HOMO-LUMO gap: 9.6962 eV
- Total charge: +1
- Energy above the lowest of the compared OMol25 structures with the same formula, charge and spin: 0.313 eV

Record 2
DFT (ωB97M-V/def2-TZVPD) results for 2 unconnected molecules or ions with the total composition CH8NS.

```
11
Properties=species:S:1:pos:R:3
N 0.5521 -0.9511 -1.5085
H -0.4663 -1.2232 -1.4210
H 0.4351 0.0590 -2.0217
H 1.0644 -1.4767 -2.1431
H 1.0885 -0.6413 -0.6165
C -0.8576 0.8427 1.0283
S 0.9650 0.9878 1.2916
H -1.4137 1.3843 0.2638
H -1.1879 1.4151 1.9374
H -1.2571 -0.2496 1.0644
H 1.0773 -0.1468 2.1254
```

Computed properties:
- HOMO-LUMO gap: 9.1912 eV
- Total charge: +1
- Energy above the lowest of the compared OMol25 structures with the same formula, charge and spin: 1.140 eV

Q: Which of these has the lowest HOMO-LUMO gap?
A: number 2

Q: Among the records above, which one has the highest HOMO-LUMO gap?
A: number 1